# 1
Entry from OMol25: an isolated molecule of C5H7NO2 (ωB97M-V with the def2-TZVPD basis set).

Computed properties:
SMILES	O=C(O)C1=NCCC1
HOMO energy	-10.2	eV
spin multiplicity	1
calculated total energy	-10879.9461	eV

Last column: natural (NBO) charge in e.
Element x y z (Å)
C  0.200  1.331  -0.653  0.743
C  0.056  -0.015  0.096  0.152
C  -0.998  -1.194  1.540  -0.269
C  -0.097  -2.344  0.720  -0.428
C  0.664  -1.281  -0.373  -0.509
H  1.031  2.085  -2.243  0.499
H  -0.669  -1.175  2.541  0.215
H  -2.035  -1.417  1.649  0.205
H  0.902  -2.616  1.429  0.211
H  -0.792  -3.342  0.184  0.243
H  0.502  -1.184  -1.457  0.255
H  1.680  -1.689  0.110  0.258
N  -0.934  -0.006  0.879  -0.309
O  0.912  1.306  -1.813  -0.696
O  -0.041  2.493  -0.230  -0.569

---

# 2
Entry from OMol25: C5H7NO2 as an isolated structure (ωB97M-V with the def2-TZVPD basis set).

Computed properties:
HOMO energy	-9.0	eV
spin multiplicity	1
calculated total energy	-10877.6654	eV

Last column: natural (NBO) charge in e.
Element x y z (Å)
C  -0.182  0.419  -0.956  0.088
C  -1.068  -0.337  0.042  -0.379
C  -0.476  0.184  1.454  -0.230
C  1.050  -0.134  -0.165  -0.203
C  0.172  -1.362  0.007  0.604
H  0.038  0.927  -2.952  0.470
H  -0.154  1.609  -1.196  0.161
H  -2.183  -0.458  0.017  0.259
H  -0.503  -1.050  1.981  0.218
H  -1.071  1.102  2.039  0.236
H  1.357  1.387  1.053  0.379
H  2.180  -0.251  -0.503  0.237
N  0.946  0.537  1.163  -0.628
O  -0.369  0.002  -2.299  -0.705
O  0.264  -2.573  0.314  -0.505

---

# 3
Entry from OMol25: an isolated molecule of C5H7NO2 (ωB97M-V with the def2-TZVPD basis set).

Computed properties:
HOMO energy (spin up / spin down)	-8.0 / -7.9	eV
spin multiplicity	1
calculated total energy	-10878.6370	eV

Last column: natural (NBO) charge in e.
Element x y z (Å)
C  -0.968  1.414  -0.033  -0.620
C  0.960  0.244  1.374  0.616
C  0.202  0.465  -0.168  0.053
C  -0.145  -1.097  -0.074  -0.216
C  -1.309  -1.595  0.333  -0.373
O  2.269  0.022  -1.008  -0.616
N  1.088  0.826  -1.076  -0.231
O  1.825  -0.227  1.954  -0.433
H  2.811  0.346  -1.737  0.483
H  0.605  -1.690  -0.578  0.233
H  -1.554  1.184  0.857  0.218
H  -0.595  2.438  0.027  0.238
H  -1.596  1.313  -0.921  0.237
H  -2.052  -1.000  0.851  0.198
H  -1.542  -2.642  0.199  0.213

---

# 4
Entry from OMol25: an isolated molecule of C5H7NO2 (ωB97M-V with the def2-TZVPD basis set).

Computed properties:
SMILES	[H]/N=C/[C@H]1C[C@@H]1C(=O)O
HOMO energy	-9.9	eV
spin multiplicity	1
calculated total energy	-10881.3916	eV

Last column: natural (NBO) charge in e.
Element x y z (Å)
C  -0.006  -0.404  0.470  -0.293
C  0.262  0.370  -0.715  -0.322
C  0.871  -1.005  -0.590  -0.410
C  1.476  1.558  -0.455  0.798
C  -1.602  -0.910  0.332  0.144
O  1.292  2.394  0.599  -0.677
N  -2.290  -0.877  1.399  -0.625
O  2.416  1.673  -1.210  -0.562
H  0.526  2.138  1.138  0.495
H  0.279  -0.212  1.496  0.244
H  -0.410  0.700  -1.496  0.246
H  -3.238  -1.252  1.260  0.340
H  0.478  -1.811  -1.199  0.221
H  1.940  -1.058  -0.406  0.239
H  -1.993  -1.305  -0.622  0.162

---

# 5
Entry from OMol25: a 2-piece molecular cluster, C5H7NO2 overall (ωB97M-V with the def2-TZVPD basis set).

Computed properties:
HOMO energy	-9.1	eV
spin multiplicity	1
calculated total energy	-10880.9837	eV

Last column: natural (NBO) charge in e.
Element x y z (Å)
C  -2.454  0.270  0.043  0.702
C  -0.837  -1.679  -0.120  0.768
C  -1.859  1.633  0.092  -0.521
C  -0.477  0.874  -0.009  -0.180
C  1.159  -2.034  0.240  -0.726
N  -1.222  -0.413  -0.118  -0.531
O  -1.483  -2.640  -0.217  -0.525
O  -3.527  -0.191  0.131  -0.500
H  -2.008  2.145  -0.903  0.247
H  -2.137  2.246  0.981  0.253
H  0.240  1.051  -0.822  0.207
H  0.024  0.995  0.865  0.194
H  1.862  -1.618  -0.370  0.194
H  1.250  -2.068  1.345  0.213
H  1.126  -3.037  -0.107  0.206

---

# 6
Entry from OMol25: an isolated molecule of C5H7NO3 (ωB97M-V with the def2-TZVPD basis set).

Computed properties:
SMILES	N/C=C(/C=O)CC(=O)O
HOMO energy	-8.9	eV
spin multiplicity	1
calculated total energy	-12930.5038	eV

Last column: natural (NBO) charge in e.
Element x y z (Å)
O  -1.588  2.761  0.104  -0.562
C  -1.654  1.619  -0.348  0.397
C  -0.742  0.553  -0.045  -0.247
C  -1.166  -0.729  -0.296  0.116
N  -0.396  -1.819  -0.233  -0.803
C  1.713  -0.018  -0.181  0.795
O  2.149  0.104  -1.298  -0.538
C  0.639  0.851  0.453  -0.549
H  -2.476  1.353  -1.051  0.111
H  -2.156  -0.885  -0.731  0.204
H  -0.618  -2.636  -0.782  0.405
H  0.890  1.900  0.232  0.279
H  0.718  0.738  1.547  0.208
H  0.424  -1.931  0.420  0.411
O  2.290  -0.971  0.651  -0.707
H  1.972  -0.890  1.559  0.480

---

# 7
Entry from OMol25: an isolated molecule of C5H7NOS (ωB97M-V with the def2-TZVPD basis set).

Computed properties:
SMILES	NCC1=CC(=O)SC1
HOMO energy	-9.3	eV
spin multiplicity	1
calculated total energy	-19670.7119	eV

Last column: natural (NBO) charge in e.
Element x y z (Å)
C  -0.081  1.332  -0.258  -0.266
C  -0.002  -0.119  -0.220  0.085
C  -0.544  -0.848  -1.193  -0.332
C  -0.534  -2.272  -0.979  0.380
C  0.607  -0.845  0.944  -0.552
H  -0.258  1.954  1.699  0.364
H  0.893  2.801  0.791  0.371
H  -1.192  1.694  -0.282  0.196
H  0.369  1.737  -1.141  0.223
H  -0.999  -0.399  -2.037  0.227
H  0.151  -0.658  1.906  0.244
H  1.683  -0.543  1.012  0.256
N  0.478  1.924  0.986  -0.850
O  -1.077  -3.134  -1.640  -0.549
S  0.505  -2.623  0.412  0.202

---

# 8
Entry from OMol25: an isolated molecule of C5H7NOS (ωB97M-V with the def2-TZVPD basis set).

Computed properties:
SMILES	C=C1CSN=C(C)O1
HOMO energy	-8.6	eV
spin multiplicity	1
calculated total energy	-19668.0194	eV

Last column: natural (NBO) charge in e.
Element x y z (Å)
C  -2.516  -0.836  0.052  -0.668
C  -1.229  0.074  -0.095  0.540
C  1.272  1.341  0.410  -0.588
C  1.268  -0.073  -0.282  0.314
C  2.404  -0.876  -0.214  -0.506
H  -2.472  -1.462  0.993  0.224
H  -3.477  -0.347  0.237  0.242
H  -2.597  -1.546  -0.926  0.230
H  2.202  1.893  0.052  0.250
H  1.318  1.073  1.460  0.238
H  3.393  -0.238  -0.285  0.231
H  2.225  -1.952  -0.348  0.231
N  -1.538  1.258  -0.230  -0.580
O  -0.024  -0.669  -0.486  -0.520
S  -0.229  2.360  -0.338  0.361

---

# 9
Entry from OMol25: an isolated molecule of C5H7NOS2 (ωB97M-V with the def2-TZVPD basis set).

Computed properties:
expectation value of S²	2.01
HOMO energy (spin up / spin down)	-7.2 / -9.2	eV
spin multiplicity	3
calculated total energy	-30501.8341	eV

Last column: natural (NBO) charge in e.
Element x y z (Å)
C  -1.152  -0.569  -0.016  0.676
C  -0.317  -1.754  0.597  -0.573
C  0.499  0.991  0.705  -0.083
C  2.249  -0.490  0.138  -0.415
C  -1.017  1.542  -1.005  -0.408
N  -0.559  0.706  -0.013  -0.478
O  -2.239  -0.737  -0.588  -0.582
S  1.210  -1.762  -0.473  0.217
S  2.023  1.241  -0.270  0.165
H  -0.070  -1.616  1.567  0.219
H  -0.867  -2.622  0.536  0.250
H  0.664  0.559  1.643  0.184
H  2.944  -0.708  0.857  0.177
H  -0.124  2.100  -1.282  0.209
H  -1.493  0.892  -1.766  0.241
H  -1.752  2.226  -0.629  0.201

---

# 10
Entry from OMol25: C5H7NPS as an isolated structure (ωB97M-V with the def2-TZVPD basis set).

Computed properties:
HOMO energy	-13.3	eV
spin multiplicity	1
calculated total energy	-26902.1149	eV
charge	+1

Last column: natural (NBO) charge in e.
Element x y z (Å)
C  0.176  0.715  -0.856  -0.113
C  -0.379  1.893  -0.566  -0.331
C  -1.806  -0.288  0.842  -0.696
C  0.257  -1.584  -0.095  -0.532
C  -0.774  0.450  1.444  -0.105
N  0.596  -0.178  0.186  -0.435
P  -1.642  -1.473  -0.381  0.786
S  -0.797  2.189  1.095  0.412
H  0.226  0.353  -1.845  0.239
H  -0.399  2.723  -1.280  0.282
H  -2.824  -0.058  1.365  0.316
H  0.628  -1.820  -1.103  0.237
H  0.560  -2.378  0.609  0.270
H  -0.540  0.161  2.401  0.245
H  1.528  -0.073  0.397  0.423

---

# 11
Entry from OMol25: an isolated molecule of C5H7NS (ωB97M-V with the def2-TZVPD basis set).

Computed properties:
SMILES	C=CN(C=C)C=S
HOMO energy	-8.3	eV
spin multiplicity	1
calculated total energy	-17620.8887	eV

Last column: natural (NBO) charge in e.
Element x y z (Å)
C  -0.982  0.390  -1.883  -0.383
C  0.078  0.216  -1.077  -0.041
C  -0.521  1.542  0.772  -0.005
C  -0.399  2.548  -0.060  -0.466
C  0.278  -0.739  1.059  -0.107
H  -1.982  0.707  -1.563  0.229
H  -0.601  0.189  -2.987  0.216
H  1.031  -0.204  -1.282  0.229
H  -0.807  1.637  1.793  0.218
H  0.049  2.779  -1.049  0.238
H  -0.575  3.492  0.485  0.199
H  0.220  -0.588  2.225  0.206
N  -0.229  0.282  0.291  -0.464
S  0.847  -2.108  0.467  -0.067

---

# 12
Entry from OMol25: an isolated molecule of C5H7NS (ωB97M-V with the def2-TZVPD basis set).

Computed properties:
SMILES	Cc1cc(S)c[nH]1
HOMO energy	-7.6	eV
spin multiplicity	1
calculated total energy	-17621.7681	eV

Last column: natural (NBO) charge in e.
Element x y z (Å)
C  -2.209  -0.808  -0.005  -0.629
C  -0.762  -0.165  0.060  0.120
C  0.403  -0.865  0.009  -0.298
C  1.579  -0.060  0.126  -0.273
C  1.014  1.252  0.243  -0.093
H  -2.804  -0.396  -0.756  0.217
H  -2.634  -0.723  1.067  0.221
H  -2.222  -1.929  -0.062  0.236
H  0.389  -1.905  0.148  0.206
H  3.594  0.803  -0.478  0.143
H  1.492  2.194  0.005  0.202
H  -0.812  2.049  -0.417  0.413
N  -0.288  1.113  0.028  -0.495
S  3.259  -0.558  0.032  0.031

---

# 13
Entry from OMol25: an isolated molecule of C5H7NS (ωB97M-V with the def2-TZVPD basis set).

Computed properties:
SMILES	CC1=NC=CCS1
HOMO energy	-8.4	eV
spin multiplicity	1
calculated total energy	-17621.0729	eV

Last column: natural (NBO) charge in e.
Element x y z (Å)
C  -0.504  0.102  -0.724  0.229
C  1.803  -0.074  0.595  -0.482
C  -0.436  -0.008  1.698  -0.017
C  0.887  0.059  1.887  -0.204
C  -1.284  0.244  -2.046  -0.673
N  -0.989  0.138  0.435  -0.510
S  1.163  -0.146  -1.309  0.142
H  2.446  -1.047  0.495  0.223
H  2.460  0.693  0.667  0.192
H  -1.035  -0.062  2.584  0.199
H  1.337  0.098  2.788  0.206
H  -2.346  -0.146  -1.827  0.227
H  -0.864  -0.483  -2.639  0.221
H  -1.255  1.334  -2.243  0.246

---

# 14
Entry from OMol25: C5H7NS as an isolated structure (ωB97M-V with the def2-TZVPD basis set).

Computed properties:
HOMO energy	-8.5	eV
spin multiplicity	1
calculated total energy	-17618.5543	eV

Last column: natural (NBO) charge in e.
Element x y z (Å)
C  -1.099  -0.860  -0.449  -0.019
C  -0.812  0.104  0.695  -0.130
C  0.588  -0.025  1.205  -0.470
C  1.367  -0.023  -0.214  -0.390
C  0.026  -0.141  -1.170  -0.179
H  -1.768  0.307  1.444  0.247
H  0.690  -0.862  1.930  0.231
H  1.104  0.756  1.813  0.234
H  2.486  -0.886  -0.343  0.225
H  1.650  1.162  -0.507  0.249
H  0.288  -0.452  -2.276  0.249
H  -1.335  1.460  -1.028  0.379
N  -0.567  1.114  -0.526  -0.563
S  -2.620  -1.654  -0.574  -0.064

---

# 15
Entry from OMol25: a 2-piece molecular cluster, C5H7O2S overall (ωB97M-V with the def2-TZVPD basis set).

Computed properties:
HOMO energy (spin up / spin down)	-4.6 / -4.6	eV
spin multiplicity	1
calculated total energy	-20223.6017	eV
charge	-1

Last column: natural (NBO) charge in e.
Element x y z (Å)
C  -2.192  2.528  -0.803  -0.607
C  -1.337  1.967  -0.179  -0.296
C  0.093  -0.824  1.461  -0.844
C  -0.285  -0.923  -1.044  -0.803
C  0.265  -0.243  0.165  0.270
O  2.491  0.812  1.169  -1.011
O  2.507  -1.005  -0.551  -1.008
S  2.094  0.394  -0.182  1.521
H  -2.868  3.008  -1.532  0.200
H  -0.516  -0.184  2.064  0.297
H  1.108  -0.507  2.037  0.296
H  -0.277  -1.822  1.506  0.219
H  -0.775  -1.921  -0.858  0.195
H  0.571  -1.179  -1.681  0.268
H  -0.879  -0.103  -1.573  0.303

---

# 16
Entry from OMol25: C5H7O4Rh as an isolated structure (ωB97M-V with the def2-TZVPD basis set).

Computed properties:
expectation value of S²	8.76
HOMO energy (spin up / spin down)	-11.6 / -14.1	eV
spin multiplicity	6
calculated total energy	-16482.1026	eV
charge	+1

Last column: natural (NBO) charge in e.
Element x y z (Å)
O  1.654  0.037  -0.583  -0.508
C  1.062  -1.141  -0.142  -0.163
C  -0.416  -1.168  -0.494  -0.110
O  -0.964  0.102  -0.084  -0.582
C  -2.325  0.227  -0.154  0.072
C  -2.982  1.196  0.475  -0.382
Rh  0.512  1.596  -0.556  1.021
H  1.168  -1.247  0.956  0.249
H  1.524  -2.038  -0.596  0.254
H  -0.942  -1.977  0.031  0.239
H  -0.567  -1.275  -1.579  0.215
H  -2.818  -0.521  -0.780  0.212
H  -2.469  1.925  1.104  0.224
H  -4.063  1.263  0.359  0.250
O  3.343  2.030  0.610  -0.535
C  3.789  0.940  0.579  1.007
O  4.493  0.049  0.853  -0.464

---

# 17
Entry from OMol25: an isolated molecule of C5H7P (ωB97M-V with the def2-TZVPD basis set).

Computed properties:
SMILES	C[C@@H]1C=CP=C1
HOMO energy (spin up / spin down)	-8.3 / -8.3	eV
spin multiplicity	1
calculated total energy	-14584.2168	eV

Last column: natural (NBO) charge in e.
Element x y z (Å)
C  -0.193  0.610  1.196  -0.138
C  0.770  -0.317  1.958  -0.583
C  0.165  -1.385  -0.303  -0.548
C  -0.562  -0.029  -0.124  -0.371
C  -0.278  0.689  -1.424  -0.583
P  1.211  -1.784  1.038  0.629
H  -0.462  1.633  1.586  0.229
H  1.179  -0.154  2.969  0.230
H  0.225  -1.714  -1.379  0.229
H  -1.668  -0.077  -0.284  0.262
H  -0.399  0.073  -2.354  0.221
H  0.866  0.835  -1.510  0.211
H  -0.853  1.621  -1.370  0.214

---

# 18
Entry from OMol25: an isolated molecule of C5H8 (ωB97M-V with the def2-TZVPD basis set).

Computed properties:
HOMO energy	-8.0	eV
spin multiplicity	1
calculated total energy	-5309.8824	eV

Last column: natural (NBO) charge in e.
Element x y z (Å)
C  -0.258  1.106  0.070  -0.272
C  0.620  0.073  0.068  0.079
C  -1.576  0.470  0.000  -0.455
C  -1.285  -1.016  0.015  -0.336
C  2.106  -0.297  -0.040  -0.694
H  -0.240  2.119  -0.197  0.190
H  -2.241  0.922  0.802  0.197
H  -1.919  0.837  -0.925  0.204
H  -1.069  -1.645  -0.772  0.208
H  -1.547  -1.363  0.963  0.194
H  2.477  0.133  0.880  0.233
H  2.635  -0.001  -0.908  0.222
H  2.295  -1.339  0.044  0.230

---

# 19
Entry from OMol25: an isolated molecule of C5H8 (ωB97M-V with the def2-TZVPD basis set).

Computed properties:
SMILES	CC#CCC
HOMO energy	-9.3	eV
spin multiplicity	1
calculated total energy	-5312.8158	eV

Last column: natural (NBO) charge in e.
Element x y z (Å)
C  0.910  -1.329  1.001  -0.592
C  -0.029  -0.259  1.601  -0.472
C  -0.442  0.610  0.493  -0.010
C  -0.629  1.008  -0.630  -0.025
C  -0.703  1.262  -2.068  -0.676
H  0.689  -1.449  -0.063  0.215
H  0.794  -2.302  1.485  0.208
H  1.955  -1.021  1.088  0.209
H  0.482  0.298  2.394  0.224
H  -0.908  -0.724  2.063  0.225
H  -0.070  0.513  -2.560  0.231
H  -1.720  1.142  -2.456  0.232
H  -0.330  2.252  -2.349  0.232

---

# 20
Entry from OMol25: a 2-piece molecular cluster, C5H8 overall (ωB97M-V with the def2-TZVPD basis set).

Computed properties:
HOMO energy (spin up / spin down)	-7.8 / -7.7	eV
spin multiplicity	1
calculated total energy	-5307.8635	eV

Last column: natural (NBO) charge in e.
Element x y z (Å)
C  -3.297  0.391  -0.037  -0.207
C  -2.937  0.132  -1.130  -0.228
C  0.723  0.833  0.475  -0.801
C  1.966  -1.278  0.040  -0.789
C  0.760  -0.617  0.431  0.187
H  -3.477  0.714  0.891  0.211
H  1.280  1.336  -0.263  0.206
H  1.186  1.303  1.466  0.260
H  -0.367  1.073  0.379  0.242
H  2.845  -0.917  0.653  0.227
H  1.822  -2.366  0.136  0.225
H  2.194  -0.940  -0.920  0.242
H  -2.698  0.336  -2.121  0.224